1.
This record from OMol25 describes 2 unconnected molecules or ions with the total composition C5HN3O4 in a non-equilibrium geometry. The level of theory is ωB97M-V/def2-TZVPD.

Geometry (Å):
C (-2.7694, -0.8997, -0.5345)
C (3.2165, 1.2377, -0.0739)
C (-0.7837, -0.0498, 1.9772)
C (-0.5842, -0.2097, -1.3646)
C (0.9711, 0.4020, 0.3380)
N (-1.5968, -0.6629, -0.6103)
N (0.2156, 0.3588, 1.4542)
N (2.1846, 0.9831, 0.4846)
O (-3.8618, -1.1889, -0.2851)
O (4.2517, 1.5660, -0.4604)
O (-1.6808, -0.3650, 2.6288)
O (0.5943, 0.0668, -0.8650)
H (-0.1572, -1.2387, -2.6889)

Its spin multiplicity is 1. Its HOMO energy (spin up / spin down) is -7.32 / -7.99 eV. The electronic energy comes out at -656.17413 hartree. The gap between HOMO and LUMO (spin up / spin down) comes out at 6.6853 / 7.4772 eV.

---

2.
This record from OMol25 describes 15 unconnected molecules or ions with the total composition C60H120O45 in a non-equilibrium geometry. The level of theory is ωB97M-V/def2-TZVPD.

Geometry (Å):
C (7.4976, -0.9093, -4.3462)
C (7.3151, -2.3308, -3.8316)
O (6.4346, -2.2735, -2.6667)
C (5.1412, -2.6491, -2.7658)
O (4.6563, -3.1107, -3.7261)
O (4.5269, -2.2362, -1.6435)
C (3.0925, -2.1821, -1.6119)
H (8.0977, -0.8524, -5.2543)
H (7.8678, -0.2100, -3.5966)
H (6.5165, -0.7525, -4.7946)
H (8.2579, -2.6827, -3.4128)
H (7.0813, -3.0737, -4.5942)
H (2.6096, -1.4884, -2.3001)
H (2.8195, -1.8611, -0.6067)
H (2.6586, -3.1618, -1.8123)
C (-4.8116, -3.8226, 5.5925)
C (-5.1569, -3.8732, 4.0292)
O (-4.8084, -2.6287, 3.5333)
C (-4.8192, -2.4348, 2.2306)
O (-4.7703, -3.2837, 1.3198)
O (-4.7450, -1.1101, 1.9762)
C (-4.5411, -0.6627, 0.6852)
H (-3.7849, -3.4977, 5.7609)
H (-4.8153, -4.8064, 6.0617)
H (-5.4901, -3.1031, 6.0511)
H (-6.2315, -3.9255, 3.8547)
H (-4.5714, -4.6340, 3.5129)
H (-3.7273, -1.1812, 0.1782)
H (-4.1400, 0.3407, 0.8278)
H (-5.4146, -0.6648, 0.0333)
C (3.7828, -2.0155, 3.5109)
C (4.8988, -1.0026, 3.0536)
O (4.4133, 0.2853, 3.5425)
C (5.2196, 1.2630, 4.0083)
O (4.8656, 2.3439, 4.4105)
O (6.5047, 0.9591, 3.7371)
C (7.6240, 1.6908, 4.2089)
H (2.9312, -1.7331, 2.8920)
H (3.3921, -1.9536, 4.5266)
H (4.1025, -3.0217, 3.2399)
H (4.9173, -0.9595, 1.9646)
H (5.8932, -1.2295, 3.4381)
H (7.5880, 1.8207, 5.2905)
H (7.7238, 2.6986, 3.8057)
H (8.5190, 1.1535, 3.8953)
C (2.6823, -5.0560, 3.0378)
C (2.3236, -4.9679, 1.5962)
O (0.9849, -4.9283, 1.3656)
C (0.5811, -4.6745, 0.1109)
O (1.3047, -4.8239, -0.9222)
O (-0.6807, -4.1718, 0.0676)
C (-1.4164, -3.6913, 1.1907)
H (2.4104, -6.0286, 3.4479)
H (2.1840, -4.3050, 3.6508)
H (3.7472, -5.0636, 3.2700)
H (2.7066, -5.8193, 1.0334)
H (2.7275, -4.0381, 1.1955)
H (-1.4790, -2.6065, 1.1046)
H (-1.0493, -3.9334, 2.1880)
H (-2.4396, -4.0669, 1.2007)
C (5.0808, 4.7258, 1.9788)
C (6.4213, 4.2735, 1.2822)
O (6.1459, 3.1985, 0.2999)
C (6.9790, 2.9928, -0.7093)
O (7.9957, 3.6749, -0.9396)
O (6.6280, 1.9302, -1.5288)
C (5.4813, 1.1148, -1.1904)
H (4.6569, 3.8619, 2.4907)
H (4.2796, 4.9303, 1.2686)
H (5.1297, 5.5694, 2.6674)
H (7.2315, 3.8558, 1.8797)
H (6.8937, 5.1281, 0.7978)
H (5.7207, 0.5411, -0.2950)
H (5.2837, 0.3871, -1.9775)
H (4.5687, 1.6663, -0.9646)
C (-1.6451, -0.1387, 4.8856)
C (-1.6417, 0.5646, 3.5704)
O (-2.7519, 1.4878, 3.6786)
C (-3.0534, 2.1513, 2.6220)
O (-2.4416, 2.3052, 1.6107)
O (-4.2484, 2.6202, 2.8543)
C (-4.8985, 3.3793, 1.8622)
H (-0.9673, -0.9840, 4.7668)
H (-2.6256, -0.5697, 5.0883)
H (-1.2766, 0.5029, 5.6859)
H (-1.8194, -0.1418, 2.7595)
H (-0.7410, 1.1513, 3.3894)
H (-4.9038, 2.9812, 0.8475)
H (-4.3548, 4.3239, 1.8788)
H (-5.9137, 3.6621, 2.1406)
C (2.8174, 4.4661, -2.4131)
C (2.3947, 3.8329, -3.7166)
O (2.3769, 2.4273, -3.5005)
C (2.0172, 1.6563, -4.5062)
O (1.6637, 1.9964, -5.6260)
O (2.1119, 0.3858, -4.0858)
C (1.7987, -0.7407, -4.9373)
H (3.0152, 5.5380, -2.4216)
H (3.7429, 3.9355, -2.1897)
H (2.1687, 4.2753, -1.5583)
H (3.0642, 4.1549, -4.5142)
H (1.3797, 4.1906, -3.8896)
H (1.9925, -0.4514, -5.9702)
H (0.7292, -0.9380, -4.8639)
H (2.4229, -1.5841, -4.6423)
C (3.2356, 8.4677, -1.4833)
C (2.6618, 8.0236, -0.1744)
O (1.3966, 7.4392, -0.4012)
C (1.0494, 6.3154, 0.2887)
O (1.7432, 5.7290, 1.0551)
O (-0.1797, 5.9486, -0.1324)
C (-0.6529, 4.6714, 0.1563)
H (3.6363, 7.7118, -2.1588)
H (4.0022, 9.2302, -1.3450)
H (2.4326, 9.0312, -1.9583)
H (2.5496, 8.9458, 0.3956)
H (3.4108, 7.4128, 0.3297)
H (-1.6376, 4.5005, -0.2787)
H (-0.6504, 4.4824, 1.2297)
H (-0.0740, 3.8487, -0.2635)
C (-0.2087, -0.5964, -7.5488)
C (-1.3374, -1.5022, -6.9420)
O (-0.7006, -2.4215, -6.2066)
C (-1.2927, -3.5292, -5.7260)
O (-2.3718, -3.9731, -6.1162)
O (-0.5241, -4.1271, -4.8206)
C (-0.9588, -5.2494, -4.1492)
H (0.2726, 0.1538, -6.9214)
H (-0.7759, -0.0139, -8.2747)
H (0.6110, -1.2031, -7.9337)
H (-2.0003, -1.9335, -7.6921)
H (-2.0512, -1.0422, -6.2587)
H (-1.6624, -5.7818, -4.7893)
H (-1.4714, -5.0366, -3.2111)
H (-0.0974, -5.8926, -3.9694)
C (-0.2196, 4.1750, 3.9386)
C (0.8652, 5.0601, 4.5551)
O (0.4403, 5.9333, 5.6122)
C (0.1735, 5.5075, 6.8768)
O (-0.2550, 6.2360, 7.7133)
O (0.3225, 4.2080, 6.9960)
C (-0.0089, 3.4804, 8.1484)
H (-0.9297, 4.6858, 3.2882)
H (-0.8486, 3.6118, 4.6280)
H (0.3106, 3.4086, 3.3734)
H (1.3481, 5.7925, 3.9082)
H (1.5263, 4.2733, 4.9184)
H (0.6998, 3.5754, 8.9712)
H (-0.0578, 2.4015, 8.0005)
H (-0.9833, 3.8566, 8.4599)
C (-3.6828, 2.4918, -1.6873)
C (-4.1711, 1.9905, -3.0690)
O (-3.0454, 1.7110, -3.9943)
C (-2.8380, 2.5307, -5.0023)
O (-3.3460, 3.6163, -5.2530)
O (-1.8001, 1.9945, -5.7636)
C (-1.4565, 2.8480, -6.8925)
H (-3.0758, 3.3946, -1.7560)
H (-3.1199, 1.6883, -1.2123)
H (-4.5975, 2.7705, -1.1641)
H (-4.9062, 2.6094, -3.5835)
H (-4.6944, 1.0393, -2.9721)
H (-2.3923, 3.0227, -7.4235)
H (-0.9127, 2.2326, -7.6092)
H (-0.9408, 3.7894, -6.7030)
C (-7.8897, -3.1839, -2.0775)
C (-7.7959, -1.8017, -2.6931)
O (-6.7511, -1.7807, -3.6216)
C (-5.4190, -1.7099, -3.1971)
O (-5.0578, -1.6780, -2.0465)
O (-4.5185, -1.8168, -4.2884)
C (-4.9718, -2.0082, -5.6557)
H (-8.0303, -3.9284, -2.8611)
H (-8.5636, -3.1616, -1.2210)
H (-6.9239, -3.3852, -1.6141)
H (-7.6598, -1.0516, -1.9141)
H (-8.7537, -1.6545, -3.1922)
H (-6.0392, -2.1549, -5.8210)
H (-4.4806, -2.8624, -6.1216)
H (-4.7490, -1.1316, -6.2640)
C (-6.8340, -6.3464, -6.5075)
C (-6.9486, -6.5805, -5.0106)
O (-5.8637, -5.8479, -4.3689)
C (-5.6155, -6.0391, -3.0955)
O (-6.1667, -6.8148, -2.2595)
O (-4.6540, -5.1619, -2.7275)
C (-4.0208, -5.2319, -1.4451)
H (-6.6405, -5.3009, -6.7474)
H (-7.7401, -6.5969, -7.0592)
H (-6.0170, -6.8730, -7.0008)
H (-6.8542, -7.6510, -4.8288)
H (-7.9450, -6.2713, -4.6949)
H (-2.9741, -4.9281, -1.4360)
H (-4.1045, -6.2694, -1.1215)
H (-4.4463, -4.6683, -0.6147)
C (1.4640, -2.1783, 9.7454)
C (1.8095, -0.7420, 9.4315)
O (2.9598, -0.7705, 8.5848)
C (2.9115, -0.5475, 7.2643)
O (3.8246, -0.9933, 6.5375)
O (1.8540, 0.2755, 6.9373)
C (1.7195, 0.7557, 5.6104)
H (0.6832, -2.2996, 10.4962)
H (2.3026, -2.6397, 10.2669)
H (1.2934, -2.7710, 8.8466)
H (2.1190, -0.1525, 10.2946)
H (0.8954, -0.3174, 9.0166)
H (1.4208, 0.0016, 4.8822)
H (2.6138, 1.2089, 5.1827)
H (0.9872, 1.5629, 5.6258)
C (-1.6518, -1.2148, -2.1995)
C (-0.6230, -0.1998, -1.6676)
O (-0.7338, -0.2871, -0.2783)
C (0.2694, 0.1158, 0.5805)
O (0.3487, -0.3297, 1.7231)
O (0.9519, 1.1159, 0.0781)
C (1.9721, 1.7734, 0.8767)
H (-1.8989, -1.0427, -3.2470)
H (-2.6167, -1.0568, -1.7176)
H (-1.2498, -2.2280, -2.1905)
H (-0.7858, 0.7886, -2.0974)
H (0.3636, -0.6005, -1.9003)
H (2.6006, 2.4345, 0.2801)
H (2.6342, 0.9728, 1.2068)
H (1.6139, 2.3586, 1.7237)

Its spin multiplicity is 1. Its HOMO energy is -10.38 eV. The electronic energy comes out at -5743.93583 hartree. The gap between HOMO and LUMO comes out at 10.6566 eV.

---

3.
This record from OMol25 describes 12 unconnected molecules or ions with the total composition C60H126N6O18 in a non-equilibrium geometry. The level of theory is ωB97M-V/def2-TZVPD.

Geometry (Å):
C (-3.5848, 0.2855, -1.7835)
C (-3.5590, -1.1922, -1.2910)
C (-2.3627, -1.4492, -0.3648)
N (-2.2949, -2.7786, 0.3261)
C (-0.9311, -2.8311, 1.0668)
C (-0.6096, -4.2427, 1.6611)
C (-0.6171, -5.2708, 0.5350)
C (-1.9692, -5.2906, -0.1905)
C (-2.3822, -3.9498, -0.7584)
C (-3.4892, -2.8566, 1.3597)
H (-4.2191, 0.3541, -2.6646)
H (-2.5639, 0.6084, -1.9791)
H (-4.0209, 0.8453, -0.9565)
H (-3.4744, -1.8894, -2.1281)
H (-4.4971, -1.4872, -0.8196)
H (-2.4239, -0.7070, 0.4393)
H (-1.3736, -1.2393, -0.7750)
H (-0.1596, -2.5603, 0.3445)
H (-1.0878, -1.9850, 1.7397)
H (0.3789, -4.2681, 2.1176)
H (-1.3727, -4.5757, 2.3660)
H (0.1482, -4.9566, -0.1788)
H (-0.3627, -6.2141, 1.0195)
H (-1.8559, -6.0143, -0.9999)
H (-2.8181, -5.6418, 0.3983)
H (-1.8429, -3.5161, -1.6003)
H (-3.4687, -3.9138, -0.8245)
H (-4.4197, -2.7450, 0.8086)
H (-3.2809, -2.0368, 2.0456)
H (-3.4923, -3.8601, 1.7790)
C (-9.9236, 3.8855, 1.0633)
C (-8.5852, 3.7563, 1.8176)
C (-7.9288, 2.3795, 1.6510)
N (-6.6590, 2.2523, 2.4942)
C (-6.8691, 2.2501, 4.0222)
C (-7.8175, 1.1924, 4.4488)
C (-7.2223, -0.1823, 4.1043)
C (-6.9171, -0.3516, 2.6171)
C (-6.0991, 0.8618, 2.1224)
C (-5.5570, 3.1699, 2.0409)
H (-10.8498, 3.5446, 1.5284)
H (-9.7937, 3.2781, 0.1633)
H (-10.1652, 4.8924, 0.7252)
H (-8.9291, 4.0526, 2.8121)
H (-7.8829, 4.4988, 1.4412)
H (-7.6261, 2.3820, 0.6023)
H (-8.6520, 1.5878, 1.8283)
H (-7.1583, 3.2636, 4.3023)
H (-5.8961, 2.1111, 4.4976)
H (-8.7323, 1.4019, 3.8912)
H (-8.0233, 1.3201, 5.5106)
H (-8.0300, -0.8674, 4.3711)
H (-6.2997, -0.4880, 4.5992)
H (-7.8730, -0.3173, 2.0834)
H (-6.5327, -1.2885, 2.2151)
H (-5.9372, 0.7602, 1.0491)
H (-5.1017, 0.8415, 2.5710)
H (-5.6652, 3.5458, 1.0244)
H (-4.4918, 2.9409, 2.0802)
H (-5.7496, 4.0476, 2.6606)
C (6.9467, -2.8654, 0.6801)
C (7.2964, -2.2584, 1.9612)
C (6.7240, -2.9998, 3.1838)
N (5.9324, -2.1828, 4.2183)
C (4.5951, -1.6754, 3.7045)
C (3.6267, -2.8211, 3.3734)
C (3.3621, -3.8281, 4.5044)
C (4.6765, -4.2314, 5.1289)
C (5.6434, -3.1246, 5.4309)
C (6.7838, -1.0238, 4.6508)
H (7.6074, -2.4747, -0.0943)
H (5.8935, -2.6992, 0.4492)
H (7.0964, -3.9476, 0.6105)
H (6.8855, -1.2471, 1.9814)
H (8.3811, -2.2449, 2.0646)
H (7.5161, -3.4472, 3.7888)
H (6.1736, -3.9062, 2.9315)
H (4.7757, -1.0792, 2.8115)
H (4.1702, -1.1189, 4.5418)
H (3.8721, -3.2269, 2.3884)
H (2.7163, -2.2690, 3.1256)
H (2.8169, -4.7412, 4.2749)
H (2.8885, -3.3088, 5.3422)
H (5.1609, -4.8357, 4.3539)
H (4.5836, -4.8885, 5.9936)
H (6.6570, -3.4003, 5.7177)
H (5.2493, -2.4550, 6.1979)
H (6.1303, -0.3882, 5.2467)
H (7.1108, -0.4400, 3.7919)
H (7.6269, -1.4517, 5.1901)
C (-1.9895, 3.3859, -0.3658)
C (-1.0065, 2.2068, 0.0813)
C (0.4621, 2.7449, 0.0769)
N (1.5124, 1.7226, -0.3797)
C (1.4732, 0.5225, 0.4929)
C (2.7236, -0.3798, 0.3535)
C (4.0256, 0.3958, 0.3768)
C (4.0409, 1.5383, -0.6350)
C (2.8812, 2.4803, -0.4138)
C (1.1535, 1.2516, -1.7872)
H (-1.8231, 4.4099, -0.0331)
H (-2.9960, 3.1438, -0.0258)
H (-1.9883, 3.4318, -1.4579)
H (-1.1218, 1.2426, -0.4115)
H (-1.3363, 2.0058, 1.0993)
H (0.7537, 3.0137, 1.0904)
H (0.5684, 3.5543, -0.6434)
H (1.6181, 0.8441, 1.5272)
H (0.5070, 0.0333, 0.3903)
H (2.7384, -1.0439, 1.2198)
H (2.6021, -1.0110, -0.5294)
H (4.1522, 0.8273, 1.3747)
H (4.8980, -0.2538, 0.2867)
H (4.9132, 2.1866, -0.5142)
H (4.2084, 1.1092, -1.6255)
H (2.9659, 3.1316, 0.4562)
H (2.9038, 3.2130, -1.2219)
H (1.9153, 0.5434, -2.1012)
H (1.1173, 2.1043, -2.4640)
H (0.1565, 0.8201, -1.7558)
C (-2.3216, 7.5445, -1.1886)
C (-1.8011, 6.5400, -2.2444)
C (-1.1068, 7.1716, -3.4612)
N (-0.3429, 6.1578, -4.3192)
C (0.5495, 5.2161, -3.4987)
C (1.6300, 4.4581, -4.3301)
C (2.4675, 5.3623, -5.2772)
C (1.5395, 6.2275, -6.1249)
C (0.5366, 7.0080, -5.2804)
C (-1.3508, 5.3375, -5.1251)
H (-1.4565, 8.0508, -0.7587)
H (-2.6897, 6.9693, -0.3389)
H (-3.0995, 8.2058, -1.5662)
H (-2.5696, 5.8872, -2.6569)
H (-0.9952, 6.1011, -1.6538)
H (-0.3888, 7.8922, -3.0675)
H (-1.7933, 7.6925, -4.1283)
H (1.0342, 5.9056, -2.7978)
H (-0.0463, 4.7180, -2.7344)
H (2.3457, 3.9094, -3.7158)
H (1.2228, 3.6042, -4.8805)
H (3.0016, 5.9918, -4.5582)
H (3.2852, 4.8698, -5.8002)
H (2.1243, 6.8997, -6.7523)
H (1.0362, 5.5214, -6.7904)
H (1.0716, 7.5919, -4.5317)
H (-0.0572, 7.6163, -5.9598)
H (-1.9053, 4.7789, -4.3731)
H (-0.7379, 4.6224, -5.6699)
H (-1.9790, 5.9557, -5.7603)
C (3.5925, -3.6704, -0.9067)
C (2.9413, -5.0590, -0.7949)
C (3.0428, -5.6866, -2.1830)
N (2.1360, -6.9819, -2.3605)
C (0.7394, -6.6009, -2.8098)
C (0.5638, -6.1966, -4.2474)
C (1.2975, -7.1366, -5.2287)
C (2.7542, -7.3237, -4.7750)
C (2.9103, -7.8809, -3.3222)
C (2.0075, -7.7950, -1.1027)
H (3.0223, -3.0484, -1.5944)
H (4.6197, -3.7296, -1.2747)
H (3.7413, -3.2588, 0.0908)
H (1.8937, -4.9958, -0.4984)
H (3.4802, -5.6622, -0.0623)
H (4.0609, -5.9941, -2.4115)
H (2.6884, -4.9259, -2.8771)
H (0.3014, -5.7872, -2.2307)
H (0.2447, -7.5692, -2.7064)
H (0.9213, -5.1686, -4.3110)
H (-0.5149, -6.2615, -4.3833)
H (1.1738, -6.8137, -6.2615)
H (0.7813, -8.1010, -5.2284)
H (3.3188, -6.4057, -4.9449)
H (3.2353, -8.0494, -5.4334)
H (3.9156, -8.1371, -2.9973)
H (2.3164, -8.7918, -3.2188)
H (2.9717, -8.1836, -0.7774)
H (1.4338, -8.7100, -1.2523)
H (1.4826, -7.1966, -0.3612)
O (7.3671, 1.9931, 2.5204)
C (7.4406, 2.1503, 1.1442)
O (7.4173, 3.3305, 0.7568)
O (7.3966, 1.1637, 0.3632)
H (7.2096, 2.9364, 2.6827)
O (0.4819, -1.5097, -3.6745)
C (0.0497, -2.6153, -2.9913)
O (0.4502, -2.8608, -1.8248)
O (-0.8308, -3.2680, -3.6160)
H (-0.1919, -1.6414, -4.3627)
O (-6.0845, 2.6092, -3.1166)
C (-6.4428, 3.4218, -2.0626)
O (-5.4268, 3.8739, -1.4476)
O (-7.6222, 3.6901, -1.7758)
H (-5.1952, 2.7844, -2.6992)
O (0.4552, 6.1821, 0.3938)
C (1.7225, 6.5217, 0.0860)
O (2.1408, 7.6636, 0.3803)
O (2.4848, 5.6291, -0.3886)
H (0.2846, 7.0338, 0.8346)
O (-0.8860, 1.5453, 4.1232)
C (-1.9561, 1.0267, 3.4074)
O (-1.7195, -0.0269, 2.7660)
O (-2.9799, 1.7532, 3.3618)
H (-0.3080, 0.8428, 3.7832)
O (2.3084, 2.6024, 4.1599)
C (2.0777, 1.7782, 5.2197)
O (1.9862, 0.5589, 4.9068)
O (1.9167, 2.3260, 6.3284)
H (2.2242, 1.8832, 3.5154)

Its spin multiplicity is 1. Its HOMO energy is -6.04 eV. The electronic energy comes out at -4044.35832 hartree. The gap between HOMO and LUMO comes out at 4.9930 eV.

---

The following relative energy (zero: lowest compared OMol25 entry of this formula, charge and spin) values (in kcal/mol) correspond, in order, to the records above: 39.12, 68.83, 0.00.